This record from OMol25 describes a structure of composition C7H7N. The level of theory is ωB97M-V with the def2-TZVPD basis set.

Structure (XYZ):
```
15
Properties=species:S:1:pos:R:3:lowdin_charge:R:1
N 1.773 0.444 0.447 0.022
C -0.258 0.936 -0.655 -0.130
C 1.426 -0.793 0.164 -0.294
C 0.452 -1.313 -0.545 -0.120
C -1.901 0.171 0.672 0.027
C 1.018 1.365 -0.147 -0.125
C -0.555 -0.393 -0.829 -0.193
C -0.810 -0.217 1.052 -0.036
H -1.535 -0.791 -1.189 0.143
H 0.178 -0.364 1.592 0.133
H -2.674 0.499 -0.100 0.119
H 0.162 -2.233 -0.382 0.074
H -0.830 1.828 -0.826 0.112
H 1.335 2.389 0.059 0.110
H 2.217 -1.528 0.687 0.159
```

Relative energy (zero: lowest compared OMol25 entry of this formula, charge and spin), kcal per mole: 171.9
Gap between HOMO and LUMO, eV: 8.4906
HOMO energy, eV: -7.7
Multiplicity: 1

---

This record from OMol25 describes a structure of composition C20H36AgNO21PbS2. The level of theory is ωB97M-V with the def2-TZVPD basis set.

Structure (XYZ):
```
82
Properties=species:S:1:pos:R:3:lowdin_charge:R:1
Pb -12.056 10.117 -18.034 1.790
Ag -11.954 11.171 -14.486 1.109
S -11.663 7.837 -15.190 0.265
S -10.092 11.947 -16.465 0.163
O -12.228 6.635 -14.760 -0.035
O -10.112 10.859 -13.045 0.074
O -6.435 16.428 -16.849 0.101
O -9.336 12.603 -11.937 0.121
O -10.276 7.472 -14.885 -0.116
O -5.696 7.990 -17.476 -0.190
O -6.934 18.294 -17.973 0.139
O -8.904 10.611 -11.200 0.119
O -10.519 12.673 -15.332 -0.208
O -12.133 8.986 -14.411 -0.348
O -10.589 10.593 -16.218 -0.557
O -8.728 12.128 -16.858 -0.190
O -8.133 12.824 -22.285 0.116
O -10.937 12.241 -17.617 -0.462
O -7.914 12.963 -20.153 0.039
O -11.703 8.106 -16.634 -0.482
O -12.937 13.434 -13.739 0.087
O -6.343 13.972 -21.483 0.171
O -13.249 14.955 -12.132 0.090
O -8.542 16.594 -17.470 0.067
O -14.082 15.374 -14.130 0.107
N -8.209 9.000 -16.142 0.225
C -7.071 11.087 -9.750 0.021
C -9.302 12.141 -21.739 -0.293
C -9.254 12.458 -20.283 -0.114
C -7.047 15.210 -16.422 -0.298
C -8.703 12.852 -10.714 -0.056
C -4.356 7.672 -17.882 -0.085
C -13.472 14.438 -13.372 -0.509
C -9.375 10.698 -22.179 -0.014
C -14.688 16.296 -13.293 -0.113
C -8.444 15.324 -16.921 -0.166
C -6.813 9.694 -15.960 -0.220
C -13.233 17.170 -11.273 -0.013
C -6.760 15.244 -14.903 0.008
C -14.089 16.115 -11.921 -0.307
C -6.811 10.419 -14.562 -0.013
C -7.240 17.192 -17.502 -0.477
C -8.592 11.417 -10.192 -0.307
C -9.431 11.336 -12.181 -0.576
C -7.334 13.289 -21.339 -0.542
C -5.650 8.655 -16.144 -0.126
H -9.124 15.239 -16.073 0.128
H -10.189 12.709 -22.018 0.156
H -8.090 8.499 -17.010 0.152
H -14.313 17.230 -13.712 0.145
H -8.512 8.250 -15.537 0.122
H -9.407 10.622 -23.266 0.098
H -5.679 15.303 -14.784 0.098
H -8.525 10.085 -21.880 0.093
H -7.340 11.371 -14.526 0.067
H -6.521 14.395 -16.920 0.156
H -9.384 11.173 -9.484 0.169
H -5.770 10.601 -14.297 0.091
H -8.673 14.455 -17.537 0.102
H -4.821 9.341 -15.970 0.130
H -5.738 7.944 -15.323 0.138
H -4.129 6.837 -17.219 0.097
H -9.865 13.308 -19.977 0.136
H -7.359 15.985 -14.374 0.099
H -14.913 15.960 -11.225 0.154
H -8.994 9.631 -16.224 0.072
H -7.169 9.865 -13.694 0.085
H -3.573 8.430 -17.865 0.095
H -6.850 11.309 -8.706 0.084
H -7.182 14.263 -14.685 0.061
H -10.226 10.114 -21.827 0.073
H -15.768 16.428 -13.213 0.149
H -6.262 11.617 -10.252 0.075
H -13.837 18.060 -11.448 0.102
H -9.144 13.544 -9.996 0.152
H -4.376 7.383 -18.933 0.096
H -7.745 13.282 -11.007 0.136
H -6.917 10.407 -16.779 0.134
H -6.804 10.061 -10.005 0.079
H -12.933 16.895 -10.262 0.095
H -9.436 11.641 -19.584 0.095
H -12.235 17.266 -11.701 0.093
```

Gap between HOMO and LUMO (spin up / spin down), eV: 5.0436 / 2.9376
Charge: +2
HOMO energy (spin up / spin down), eV: -13.9 / -13.9
Multiplicity: 3

---

This record from OMol25 describes a structure of composition C5H5CuNO5S. The level of theory is ωB97M-V with the def2-TZVPD basis set.

Structure (XYZ):
```
18
Properties=species:S:1:pos:R:3:lowdin_charge:R:1
Cu 0.297 0.359 -0.734 0.494
S 3.005 -2.404 -3.711 0.616
O -0.783 -1.321 0.393 -0.176
O 2.638 -2.304 0.868 0.017
O -1.340 0.597 -1.541 -0.110
O -3.324 -0.354 -1.809 0.007
O 1.837 -0.427 -0.080 -0.165
N 1.753 -2.416 -1.266 0.151
C 0.285 -2.198 0.658 -0.127
C -1.676 -1.645 -0.662 -0.115
C 2.340 -2.342 -2.297 -0.828
C -2.176 -0.342 -1.397 -0.652
C 1.650 -1.709 0.067 -0.720
H -1.199 -2.280 -1.422 0.127
H 0.400 -2.217 1.745 0.129
H 0.087 -3.210 0.297 0.127
H 3.445 -1.788 0.732 0.104
H -2.550 -2.167 -0.255 0.119
```

Gap between HOMO and LUMO, eV: 7.7755
Charge: -1
HOMO energy, eV: -4.7
Multiplicity: 1

---

This record from OMol25 describes an isolated molecule of C4H7N3. The level of theory is ωB97M-V with the def2-TZVPD basis set.

Structure (XYZ):
```
14
Properties=species:S:1:pos:R:3:lowdin_charge:R:1
N -1.127 0.881 -0.945 0.066
N -2.269 0.292 -0.556 -0.055
N 1.167 0.590 -0.566 -0.054
C -0.163 0.231 -0.302 -0.375
C 2.285 0.248 0.291 -0.127
C -0.724 -0.737 0.576 -0.037
C -2.088 -0.673 0.376 -0.112
H 2.040 0.479 1.335 0.081
H -0.201 -1.405 1.226 0.085
H 1.398 0.575 -1.550 0.116
H 3.140 0.885 0.006 0.080
H -2.926 -1.220 0.796 0.111
H 2.595 -0.814 0.244 0.076
H -3.127 0.667 -0.930 0.145
```

Relative energy (zero: lowest compared OMol25 entry of this formula, charge and spin), kcal per mole: 14.1
Gap between HOMO and LUMO, eV: 9.1379
SMILES string: CNc1cc[nH]n1
HOMO energy, eV: -8.0
Multiplicity: 1

---

no.,energy (hartree)
1,-325.3848
2,-3553.9015
3,-2663.2504
4,-320.8608